No. 1
Below is a structure of composition C42H47BaN5O2P3 in a non-equilibrium geometry, with properties calculated with ωB97M-V/def2-TZVPD.

Results
gap between HOMO and LUMO	6.727	eV
HOMO level	-8.607	eV
E_tot	-3102.42760	Ha
molecular weight	884.12	g/mol

Geometry as ORCA input:
```
! wB97M-V def2-TZVPD RIJCOSX def2/J DEFGRID3
* xyz 1 1
Ba -0.689 -0.206 -0.843
C 0.882 2.857 -4.595
C 1.041 1.990 -5.668
C 0.776 0.641 -5.500
C 0.374 0.163 -4.250
N 0.109 1.030 -3.260
C 0.371 2.333 -3.426
C 0.405 -1.286 -3.926
C 1.285 -2.067 -4.637
C 1.353 -3.454 -4.321
C 0.818 -3.902 -3.175
C 0.277 -2.878 -2.203
N -0.325 -1.750 -2.884
C -0.670 -3.503 -1.186
C -1.269 -4.748 -1.363
C -2.022 -5.300 -0.337
C -2.173 -4.604 0.857
C -1.580 -3.357 0.946
N -0.846 -2.841 -0.039
H 1.114 3.912 -4.677
H 1.385 2.362 -6.625
H 0.899 -0.046 -6.325
H 0.174 2.968 -2.564
H 1.884 -1.668 -5.443
H 1.806 -4.145 -5.024
H 0.808 -4.957 -2.932
H -1.152 -5.277 -2.298
H -2.480 -6.273 -0.467
H -2.735 -5.015 1.685
H -1.677 -2.745 1.841
C -4.897 3.657 -1.766
P -3.127 3.321 -1.353
C -2.338 4.337 -2.670
C -2.944 4.470 0.095
C -1.495 4.617 0.568
P -0.614 3.025 0.906
C 0.979 3.703 1.518
C -1.388 2.501 2.487
H -5.135 4.721 -1.694
H -5.582 3.104 -1.119
H -5.083 3.326 -2.790
H -2.831 5.307 -2.767
H -2.390 3.811 -3.626
H -1.280 4.503 -2.439
H -3.570 4.079 0.909
H -3.353 5.449 -0.168
H -1.448 5.238 1.466
H -0.909 5.139 -0.193
H 0.826 4.439 2.311
H 1.522 4.174 0.696
H 1.599 2.890 1.902
H -1.425 3.317 3.213
H -0.798 1.680 2.910
H -2.402 2.132 2.307
O 1.727 -1.093 -1.372
C 1.490 -2.293 -1.295
C 2.189 -3.059 -0.240
C 2.553 -4.390 -0.449
C 3.203 -5.116 0.533
C 3.478 -4.517 1.751
C 3.104 -3.200 1.977
C 2.464 -2.437 0.999
P 1.972 -0.700 1.378
C 1.937 -0.665 3.203
C 2.587 0.325 3.943
C 2.381 0.425 5.319
C 1.531 -0.459 5.967
C 0.875 -1.446 5.238
C 1.067 -1.540 3.866
C 3.460 0.250 0.914
C 4.733 -0.054 1.392
C 5.826 0.701 0.993
C 5.659 1.763 0.110
C 4.395 2.068 -0.374
C 3.299 1.313 0.028
H 2.349 -4.842 -1.410
H 3.498 -6.142 0.343
H 3.988 -5.070 2.532
H 3.318 -2.762 2.944
H 3.259 1.018 3.451
H 2.895 1.195 5.883
H 1.379 -0.382 7.038
H 0.212 -2.142 5.740
H 0.552 -2.311 3.301
H 4.872 -0.884 2.075
H 6.814 0.459 1.367
H 6.515 2.347 -0.202
H 4.261 2.888 -1.071
H 2.312 1.543 -0.360
C -6.034 -0.789 2.337
N -4.751 -0.960 1.676
C -4.139 -0.034 0.917
N -4.764 1.165 0.776
O -3.034 -0.246 0.385
H -6.252 -1.680 2.919
H -6.847 -0.657 1.618
H -6.016 0.061 3.021
H -4.267 -1.839 1.736
H -5.739 1.271 0.989
H -4.373 1.741 0.046
*
```

No. 2
Below is a structure of composition C42H47N9ORbS3Si in a non-equilibrium geometry, with properties calculated with ωB97M-V/def2-TZVPD.

Results
gap between HOMO and LUMO	5.511	eV
HOMO level	-3.696	eV
E_tot	-3704.97347	Ha
molecular weight	903.65	g/mol

Geometry as ORCA input:
```
! wB97M-V def2-TZVPD RIJCOSX def2/J DEFGRID3
* xyz -1 1
Rb 0.116 0.169 0.062
C -3.548 3.180 5.723
C -3.338 2.431 4.432
C -4.072 2.720 3.283
C -3.845 2.040 2.108
C -2.885 1.002 1.968
N -2.661 0.443 0.742
C -3.714 0.164 -0.062
C -4.932 -0.345 0.479
C -6.019 -0.708 -0.278
C -5.992 -0.615 -1.670
C -7.154 -1.038 -2.534
C -4.827 -0.129 -2.232
C -3.720 0.272 -1.482
N -2.672 0.874 -2.258
C -2.890 1.853 -3.166
C -1.715 2.049 -3.855
C -0.825 1.126 -3.288
N -1.416 0.416 -2.334
C -2.190 0.683 3.166
C -2.405 1.414 4.333
N -1.317 -0.438 3.293
C -1.262 -1.260 4.371
C -0.245 -2.159 4.147
C 0.261 -1.804 2.886
N -0.395 -0.771 2.388
H -4.493 3.724 5.703
H -2.751 3.908 5.898
H -3.565 2.501 6.577
H -4.819 3.508 3.306
H -4.417 2.298 1.225
H -4.975 -0.452 1.555
H -6.909 -1.088 0.216
H -8.060 -1.153 -1.938
H -6.953 -1.993 -3.027
H -7.351 -0.300 -3.315
H -4.758 -0.045 -3.312
H -3.841 2.349 -3.246
H -1.532 2.764 -4.639
H 0.214 0.954 -3.527
H -1.806 1.162 5.202
H -1.953 -1.171 5.192
H 0.091 -2.951 4.794
H 1.057 -2.265 2.322
N 0.978 4.380 -2.391
C -0.327 4.781 -2.199
C -1.099 5.816 -2.711
C -2.407 5.901 -2.263
C -2.926 4.994 -1.329
C -2.162 3.959 -0.828
C -0.852 3.847 -1.285
N 0.105 2.913 -0.966
C 1.177 3.259 -1.618
C 2.450 2.565 -1.506
C 3.678 3.152 -1.539
S 4.897 1.979 -1.249
C 3.651 0.778 -1.076
N 2.453 1.212 -1.284
H 1.658 4.790 -3.005
H -0.704 6.533 -3.420
H -3.043 6.693 -2.638
H -3.952 5.109 -0.999
H -2.546 3.240 -0.112
H 3.931 4.193 -1.660
H 3.914 -0.261 -0.979
C 5.135 0.558 5.520
Si 3.414 -0.168 5.196
C 2.536 -0.231 6.883
C 3.579 -1.979 4.687
C 2.436 0.985 4.086
C 1.504 1.838 4.649
C 0.744 2.686 3.860
C 0.965 2.658 2.495
N 1.880 1.891 1.904
C 2.622 1.051 2.675
S 3.779 0.022 1.924
H 5.707 -0.077 6.203
H 5.060 1.552 5.969
H 5.698 0.654 4.590
H 3.083 -0.882 7.569
H 1.521 -0.626 6.783
H 2.466 0.754 7.352
H 4.045 -2.555 5.493
H 4.179 -2.078 3.785
H 2.597 -2.414 4.483
H 1.344 1.833 5.724
H -0.011 3.334 4.286
H 0.383 3.300 1.836
C 0.825 -5.525 -1.567
C 1.822 -4.383 -1.510
S 0.989 -2.793 -1.043
O -0.119 -3.161 -0.138
C 0.219 -2.446 -2.661
C 1.234 -1.887 -3.649
H 1.344 -6.484 -1.554
H 0.210 -5.481 -2.465
H 0.167 -5.468 -0.699
H 2.345 -4.217 -2.452
H 2.560 -4.544 -0.723
H -0.541 -1.701 -2.423
H -0.269 -3.355 -3.011
H 1.811 -1.086 -3.181
H 0.724 -1.473 -4.519
H 1.927 -2.653 -4.000
*
```

No. 3
Below is a structure of composition C42H47N9ORbS3Si, with properties calculated with ωB97M-V/def2-TZVPD.

Results
gap between HOMO and LUMO	5.984	eV
HOMO level	-3.980	eV
E_tot	-3705.00497	Ha
molecular weight	903.65	g/mol

Geometry as ORCA input:
```
! wB97M-V def2-TZVPD RIJCOSX def2/J DEFGRID3
* xyz -1 1
Rb 0.913 -0.888 -0.464
C 2.349 2.125 6.893
C 1.486 1.832 5.696
C 0.206 1.293 5.827
C -0.563 0.964 4.728
C -0.114 1.145 3.399
N -0.795 0.681 2.312
C -2.124 0.921 2.245
C -2.736 2.124 2.690
C -4.070 2.406 2.478
C -4.921 1.524 1.812
C -6.365 1.856 1.548
C -4.363 0.316 1.413
C -3.029 0.012 1.636
N -2.616 -1.327 1.347
C -3.012 -2.426 2.025
C -2.372 -3.508 1.463
C -1.591 -2.946 0.439
N -1.749 -1.631 0.375
C 1.161 1.746 3.294
C 1.935 2.057 4.403
N 1.674 2.148 2.021
C 1.836 3.431 1.632
C 2.421 3.412 0.387
C 2.576 2.044 0.106
N 2.127 1.287 1.097
H 1.773 2.038 7.816
H 2.765 3.135 6.860
H 3.190 1.431 6.964
H -0.191 1.110 6.821
H -1.542 0.522 4.875
H -2.113 2.853 3.194
H -4.466 3.355 2.829
H -6.640 2.791 2.039
H -7.039 1.081 1.923
H -6.573 1.975 0.481
H -4.976 -0.437 0.925
H -3.695 -2.334 2.852
H -2.438 -4.539 1.762
H -0.900 -3.427 -0.239
H 2.915 2.489 4.230
H 1.514 4.235 2.273
H 2.683 4.253 -0.232
H 2.967 1.579 -0.787
N 4.054 -3.943 2.305
C 3.584 -3.309 3.441
C 3.955 -3.369 4.780
C 3.239 -2.570 5.654
C 2.191 -1.748 5.213
C 1.826 -1.699 3.881
C 2.540 -2.492 2.988
N 2.385 -2.631 1.616
C 3.287 -3.496 1.258
C 3.477 -3.936 -0.124
C 4.640 -4.345 -0.707
S 4.369 -4.621 -2.371
C 2.722 -4.209 -2.164
N 2.389 -3.885 -0.956
H 4.740 -4.674 2.253
H 4.763 -4.001 5.126
H 3.494 -2.579 6.707
H 1.657 -1.132 5.925
H 1.014 -1.073 3.530
H 5.618 -4.425 -0.262
H 2.028 -4.154 -2.990
C 2.733 -0.318 -6.976
Si 1.132 0.257 -6.178
C -0.033 0.654 -7.621
C 1.330 1.856 -5.217
C 0.253 -1.038 -5.141
C -1.047 -1.421 -5.406
C -1.733 -2.276 -4.539
C -1.058 -2.692 -3.410
N 0.204 -2.370 -3.122
C 0.886 -1.575 -3.976
S 2.542 -1.203 -3.646
H 2.926 0.263 -7.883
H 2.668 -1.373 -7.253
H 3.566 -0.211 -6.285
H 0.420 1.422 -8.255
H -0.997 1.038 -7.276
H -0.220 -0.221 -8.249
H 2.017 2.541 -5.721
H 1.708 1.645 -4.217
H 0.362 2.357 -5.119
H -1.556 -1.040 -6.286
H -2.754 -2.587 -4.720
H -1.562 -3.322 -2.679
C -2.668 3.716 -0.700
C -1.397 3.175 -1.331
S -1.215 1.386 -1.181
O -0.007 1.062 -2.014
C -2.636 0.833 -2.147
C -2.618 1.312 -3.587
H -2.654 4.807 -0.716
H -2.765 3.390 0.337
H -3.561 3.391 -1.237
H -0.505 3.541 -0.817
H -1.294 3.427 -2.387
H -3.529 1.137 -1.594
H -2.569 -0.256 -2.080
H -2.865 2.372 -3.664
H -3.344 0.751 -4.177
H -1.631 1.145 -4.021
*
```

No. 4
Below is a structure of composition C42H48N7O6P3S3Sn in a non-equilibrium geometry, with properties calculated with ωB97M-V/def2-TZVPD.

Results
gap between HOMO and LUMO	7.084	eV
HOMO level	-6.933	eV
E_tot	-4897.05823	Ha
molecular weight	1054.72	g/mol

Geometry as ORCA input:
```
! wB97M-V def2-TZVPD RIJCOSX def2/J DEFGRID3
* xyz 0 1
Sn -1.049 0.872 -0.195
C 4.528 2.827 0.624
N 3.189 2.315 0.884
C 2.672 2.054 2.123
C 1.411 1.573 1.914
N 1.146 1.530 0.572
C 2.230 1.978 -0.038
P 2.566 2.101 -1.830
C 1.038 2.931 -2.351
N -0.145 2.708 -1.838
C -1.034 3.490 -2.527
C -0.354 4.224 -3.458
N 0.967 3.866 -3.342
C 2.070 4.407 -4.122
C 2.066 0.429 -2.360
N 0.923 -0.169 -2.086
C 0.972 -1.389 -2.701
C 2.169 -1.536 -3.345
N 2.863 -0.376 -3.128
C 4.165 -0.050 -3.683
H 4.862 3.398 1.486
H 5.230 2.012 0.446
H 4.517 3.475 -0.246
H 3.231 2.231 3.028
H 0.669 1.277 2.638
H -2.087 3.471 -2.297
H -0.691 4.944 -4.189
H 1.667 4.961 -4.965
H 2.681 5.080 -3.521
H 2.702 3.606 -4.496
H 0.129 -2.062 -2.657
H 2.585 -2.346 -3.924
H 4.677 -0.968 -3.955
H 4.067 0.572 -4.573
H 4.763 0.485 -2.951
S -2.560 3.048 0.413
C -2.303 2.671 2.061
N -1.461 1.777 2.506
C -1.457 1.708 3.893
C -0.632 0.891 4.666
C -0.713 0.957 6.046
C -1.621 1.814 6.672
C -2.448 2.633 5.920
C -2.350 2.582 4.534
S -3.194 3.509 3.332
H 0.056 0.216 4.170
H -0.067 0.334 6.655
H -1.671 1.846 7.753
H -3.148 3.309 6.398
C 1.898 -0.051 -7.479
C 0.839 -0.176 -6.413
C 0.379 0.948 -5.732
C -0.598 0.839 -4.751
C -1.127 -0.407 -4.439
C -0.690 -1.535 -5.122
C 0.282 -1.415 -6.102
S -2.184 -0.592 -3.011
O -1.423 -1.513 -2.159
O -3.462 -1.109 -3.441
O -2.262 0.771 -2.431
H 2.659 0.680 -7.197
H 1.454 0.287 -8.419
H 2.385 -1.008 -7.667
H 0.786 1.928 -5.971
H -0.951 1.705 -4.204
H -1.108 -2.505 -4.871
H 0.624 -2.301 -6.628
C 0.594 -3.334 0.485
P 0.368 -1.826 1.546
C -0.392 -2.606 3.027
C 0.177 -3.677 3.719
C -0.432 -4.183 4.856
C -1.622 -3.628 5.316
C -2.207 -2.577 4.626
C -1.594 -2.070 3.485
C 2.096 -1.545 2.137
C 3.090 -1.326 1.177
C 4.389 -1.010 1.549
C 4.717 -0.877 2.893
C 3.732 -1.050 3.854
C 2.432 -1.377 3.480
H 0.449 -4.244 1.064
H 1.587 -3.350 0.036
H -0.153 -3.290 -0.312
H 1.107 -4.114 3.370
H 0.021 -5.011 5.388
H -2.093 -4.016 6.211
H -3.137 -2.148 4.980
H -2.045 -1.255 2.929
H 2.841 -1.400 0.124
H 5.148 -0.865 0.788
H 5.733 -0.641 3.190
H 3.972 -0.929 4.905
H 1.683 -1.516 4.250
C -6.349 -0.430 -0.564
O -5.436 -1.279 0.133
P -3.880 -0.806 0.310
O -3.325 -2.209 0.934
C -3.431 -3.452 0.225
O -3.915 0.028 1.711
C -4.682 -0.377 2.849
H -7.351 -0.724 -0.263
H -6.239 -0.554 -1.642
H -6.195 0.622 -0.308
H -2.956 -3.385 -0.754
H -4.477 -3.728 0.093
H -2.929 -4.199 0.837
H -5.537 0.290 2.961
H -4.052 -0.290 3.735
H -5.035 -1.403 2.753
*
```

Number 2 is which compound? C42H47N9ORbS3Si

Which formula does entry 4 have? C42H48N7O6P3S3Sn

molecular weight of number 2 (C42H47N9ORbS3Si)? 903.65 g/mol